This record from the OMol25 dataset describes a molecular structure, C3H2N2O2 in a non-equilibrium geometry. The level of theory is ωB97M-V/def2-TZVPD.

Highest occupied orbital energy (eV): -8.969
Orbital gap (eV): 9.377
LUMO energy (Eh): 0.0150
Total energy (eV): -10216.045
Energy above the lowest of the compared OMol25 structures with the same formula, charge and spin (kcal per mole): 49.4
2S+1: 1

CARTESIAN COORDINATES (ANGSTROEM)
C  -0.3568  1.0258  -0.9988
C  0.1278  -0.4912  0.1856
C  0.5237  1.6206  0.3639
N  0.3408  0.4137  1.0976
N  -0.0017  -1.8026  0.1548
O  -1.3484  1.1369  -1.5846
O  1.0031  2.6823  0.4556
H  -0.5186  -2.2504  -0.6291
H  0.2302  -2.3350  0.9550


This record from the OMol25 dataset describes C3H2N2O2 in the gas phase in a non-equilibrium geometry. The level of theory is ωB97M-V/def2-TZVPD.

Highest occupied orbital energy (eV): -9.675
Orbital gap (eV): 8.360
LUMO energy (Eh): -0.0483
SMILES: O=C1C=NNC1=O
Total energy (eV): -10216.869
Energy above the lowest of the compared OMol25 structures with the same formula, charge and spin (kcal per mole): 30.4
2S+1: 1

CARTESIAN COORDINATES (ANGSTROEM)
C  0.7453  0.9708  0.3940
C  1.0549  -0.2443  -0.3611
C  -0.5096  -0.9165  -0.4412
N  -0.4896  1.0568  0.7310
N  -1.2057  0.0000  0.2950
O  2.0667  -0.6973  -0.8008
O  -0.9090  -1.9028  -0.9823
H  1.4443  1.7365  0.6746
H  -2.1974  -0.0031  0.4908


This record from the OMol25 dataset describes C3H2N2O2 in the gas phase in a non-equilibrium geometry. The level of theory is ωB97M-V/def2-TZVPD.

Highest occupied orbital energy (eV): -9.860
Orbital gap (eV): 7.541
LUMO energy (Eh): -0.0852
SMILES: O=C1C=NNC1=O
Total energy (eV): -10214.461
Energy above the lowest of the compared OMol25 structures with the same formula, charge and spin (kcal per mole): 86.0
2S+1: 1

CARTESIAN COORDINATES (ANGSTROEM)
C  -1.0281  0.4305  -0.1922
C  0.9145  -0.8104  0.4339
C  -0.1660  -0.2058  0.9750
H  0.1181  1.2255  -2.0991
H  1.5024  -1.4615  1.0895
N  0.0578  0.3637  -1.1872
N  1.2575  -0.3878  -0.8746
O  -2.1306  0.9229  -0.3318
O  -0.5257  -0.0772  2.1865


This record from the OMol25 dataset describes a molecular structure, C3H2N2O2. The level of theory is ωB97M-V/def2-TZVPD.

Highest occupied orbital energy (eV): -9.279
Orbital gap (eV): 8.091
LUMO energy (Eh): -0.0436
Total energy (eV): -10214.464
Energy above the lowest of the compared OMol25 structures with the same formula, charge and spin (kcal per mole): 85.9
2S+1: 1

CARTESIAN COORDINATES (ANGSTROEM)
C  0.6455  1.7639  0.5875
C  -0.1849  -0.6168  -0.2962
C  -0.8618  -1.6988  -0.0315
O  -0.0377  0.8914  1.1066
N  1.0701  1.0924  -1.1277
N  0.5363  0.0249  -1.1646
O  1.1313  2.8370  0.7377
H  -1.3418  -1.7867  0.9356
H  -0.9569  -2.5072  -0.7473


This record from the OMol25 dataset describes a molecular structure, C3H2N2O2 in a non-equilibrium geometry. The level of theory is ωB97M-V/def2-TZVPD.

Highest occupied orbital energy (eV): -8.185
Orbital gap (eV): 8.317
LUMO energy (Eh): 0.0048
Total energy (eV): -10213.393
Energy above the lowest of the compared OMol25 structures with the same formula, charge and spin (kcal per mole): 110.6
2S+1: 1

CARTESIAN COORDINATES (ANGSTROEM)
C  -1.9033  -0.1497  0.2165
C  1.4375  -0.5586  -0.0181
C  0.0414  -0.3529  -0.2908
N  -0.8665  0.3846  0.6188
N  1.1321  0.1572  -1.1423
O  -2.9631  -0.5207  0.0052
O  2.3919  -1.0723  0.5225
H  -0.6020  1.0043  1.3697
H  1.3320  1.1081  -1.2814


This record from the OMol25 dataset describes C3H2N2O2 in the gas phase in a non-equilibrium geometry. The level of theory is ωB97M-V/def2-TZVPD.

Highest occupied orbital energy (eV): -11.059
Orbital gap (eV): 10.769
LUMO energy (Eh): -0.0107
Total energy (eV): -10214.103
Energy above the lowest of the compared OMol25 structures with the same formula, charge and spin (kcal per mole): 94.2
2S+1: 1

CARTESIAN COORDINATES (ANGSTROEM)
O  -0.6994  -0.7601  -1.7501
C  0.0485  0.1335  -1.5094
C  1.2898  -0.7202  0.0242
N  0.6177  -0.7889  1.0103
C  -0.4567  -0.0194  1.4232
N  -0.8591  0.9361  0.6706
O  -0.0769  1.1178  -0.4513
H  0.8471  0.5339  -2.1433
H  -0.9534  -0.2323  2.3658


This record from the OMol25 dataset describes C3H2N2O2 in the gas phase. The level of theory is ωB97M-V/def2-TZVPD.

Highest occupied orbital energy (eV): -10.066
Orbital gap (eV): 9.588
LUMO energy (Eh): -0.0176
SMILES: O=CC(=O)N1C=N1
Total energy (eV): -10214.373
Energy above the lowest of the compared OMol25 structures with the same formula, charge and spin (kcal per mole): 88.0
2S+1: 1

CARTESIAN COORDINATES (ANGSTROEM)
O  1.9814  -1.5670  -0.5642
C  0.8639  -1.4874  -0.1276
C  0.3650  -0.1909  0.5079
N  -0.9358  0.1475  0.0307
C  -1.0793  1.4679  -0.4631
N  -1.4034  1.5156  0.7275
O  0.9837  0.4074  1.3446
H  0.1467  -2.3268  -0.1594
H  -0.9805  2.0373  -1.3811


This record from the OMol25 dataset describes C3H2N2O3 in the gas phase in a non-equilibrium geometry. The level of theory is ωB97M-V/def2-TZVPD.

Highest occupied orbital energy (eV): -10.951
Orbital gap (eV): 9.580
LUMO energy (Eh): -0.0504
SMILES: O=C1ON=CC=NO1
Total energy (eV): -12259.411
Energy above the lowest of the compared OMol25 structures with the same formula, charge and spin (kcal per mole): 174.6
2S+1: 1

CARTESIAN COORDINATES (ANGSTROEM)
C  -1.6703  -0.2969  0.1304
C  1.2851  -0.4695  0.1386
C  0.9404  0.7351  -0.5407
H  2.1747  -0.7234  0.5639
H  1.6676  1.4157  -1.0361
N  0.3985  -1.3805  0.3526
N  -0.1916  1.3708  0.0011
O  -2.9108  -0.0660  -0.3049
O  -0.7239  -1.1988  -0.3047
O  -0.9697  0.6136  0.9999


This record from the OMol25 dataset describes C3H2N2O3 in the gas phase in a non-equilibrium geometry. The level of theory is ωB97M-V/def2-TZVPD.

Highest occupied orbital energy (alpha / beta) (eV): -9.261 / -9.635
Orbital gap (alpha / beta) (eV): 7.460 / 7.769
LUMO energy (alpha / beta) (Eh): -0.0662 / -0.0686
Total energy (eV): -12260.630
Energy above the lowest of the compared OMol25 structures with the same formula, charge and spin (kcal per mole): 146.5
2S+1: 1

CARTESIAN COORDINATES (ANGSTROEM)
C  0.3391  1.0346  -0.6334
C  0.7373  -0.2128  -0.8972
C  -0.5627  0.9697  0.5273
N  0.1631  -1.1275  0.0122
N  -0.6017  -0.4713  0.8579
O  0.3572  -2.3508  0.0037
O  -1.2540  -0.9736  1.7862
O  -1.1650  1.7914  1.1339
H  0.5945  1.9459  -1.1362
H  1.3922  -0.6056  -1.6544


This record from the OMol25 dataset describes C3H2N2O3 in the gas phase in a non-equilibrium geometry. The level of theory is ωB97M-V/def2-TZVPD.

Highest occupied orbital energy (eV): -11.152
Orbital gap (eV): 10.647
LUMO energy (Eh): -0.0185
SMILES: O=c1ncoc(=O)[nH]1
Total energy (eV): -12264.548
Energy above the lowest of the compared OMol25 structures with the same formula, charge and spin (kcal per mole): 56.1
2S+1: 1

CARTESIAN COORDINATES (ANGSTROEM)
C  0.6588  1.0585  -0.5604
C  -0.8447  -0.7090  -1.0416
C  -0.0845  -0.6775  1.1546
H  -1.6809  -1.0948  -1.5076
H  1.2217  0.9968  1.1392
N  -0.3564  0.3594  -1.3734
N  0.9337  0.1336  0.5576
O  1.3014  1.9769  -0.9954
O  -0.7631  -1.2813  0.2285
O  -0.3860  -0.7628  2.3985


This record from the OMol25 dataset describes C3H2N2O4 in the gas phase. The level of theory is ωB97M-V/def2-TZVPD.

Highest occupied orbital energy (alpha / beta) (eV): -8.728 / -8.728
Orbital gap (alpha / beta) (eV): 7.409 / 7.408
LUMO energy (alpha / beta) (Eh): -0.0485 / -0.0485
Total energy (eV): -14307.946
Energy above the lowest of the compared OMol25 structures with the same formula, charge and spin (kcal per mole): 87.5
2S+1: 1

CARTESIAN COORDINATES (ANGSTROEM)
N  0.9794  -0.1525  0.3573
N  -1.4505  -0.6641  0.3224
C  -1.2156  -0.2920  -0.9633
C  1.4110  -0.4802  -0.7867
C  -0.4668  0.4359  0.2919
O  1.8949  0.2471  1.3735
O  -1.7252  -0.3296  -2.0441
O  1.9325  -0.8169  -1.7541
O  -0.5433  1.5546  0.7921
H  1.5277  1.1300  1.5928
H  -2.3441  -0.6322  0.8182


This record from the OMol25 dataset describes a gas-phase ion, C3H2N2O5 (charge -2) in a non-equilibrium geometry. The level of theory is ωB97M-V/def2-TZVPD.

Total charge: -2
Highest occupied orbital energy (eV): 1.984
Orbital gap (eV): 4.700
LUMO energy (Eh): 0.2456
SMILES: O=c1n([O-])c(O)c(O)n1[O-]
Total energy (eV): -16355.860
2S+1: 1

CARTESIAN COORDINATES (ANGSTROEM)
C  0.9389  -0.2302  -0.4283
C  -0.2649  0.2015  -0.9462
C  -0.6008  0.0811  1.2424
N  0.6438  -0.3599  0.9574
N  -1.1391  0.4847  0.0753
O  2.1159  -0.8149  -0.7668
O  -0.6778  0.4939  -2.2447
O  -1.1944  0.0803  2.3270
O  1.5393  -1.0544  1.7513
O  -2.2338  1.1427  -0.2956
H  2.2779  -1.0774  0.2601
H  -1.4049  1.0526  -1.9319